ORCA calculation (the ωB97M-V functional and the def2-TZVPD basis) on 12 unconnected molecules or ions with the total composition C58H63BN11O2S at a distorted geometry.

Properties
Energy above the lowest of the compared OMol25 structures with the same formula, charge and spin ... 0.0 kJ/mol
Net charge ... -1
Max |F| ... 1.7 eV/Å
Frontier orbital gap ... 5.875 eV
Energy ... -93165.597 eV

Each line ends with the Löwdin charge.
Geometry (Å):
O 2.85567 0.81809 3.56486  0.05
C 1.85531 0.43376 3.01271  -0.52
O 1.80408 -0.86288 2.63641  0.08
C 0.64576 1.33460 2.78353  -0.13
C -0.58809 0.67492 3.48593  -0.27
B -1.98954 1.49418 3.21170  -0.84
S -3.07532 0.50117 1.94099  0.52
H 1.11481 -1.00572 1.97843  0.10
H 0.43991 1.47095 1.71877  0.12
H 0.88035 2.26712 3.28809  0.09
H -0.64567 -0.37921 3.17992  0.05
H -0.36483 0.66289 4.56467  0.09
H -2.61696 1.48361 4.25672  -0.01
H -1.83033 2.62744 2.85667  -0.01
H -2.84030 -0.78495 2.30702  -0.21
N 1.20341 -3.47120 -0.93687  0.06
C 2.04825 -2.44451 -0.83444  -0.15
C 3.42382 -2.58139 -0.75118  -0.08
C 3.95553 -3.85857 -0.76758  -0.11
C 3.09864 -4.94239 -0.87000  -0.07
C 1.73716 -4.69354 -0.95613  -0.15
H 1.58747 -1.46251 -0.81223  0.11
H 4.05876 -1.70971 -0.66571  0.11
H 5.02609 -4.00791 -0.69466  0.10
H 3.47428 -5.95689 -0.87955  0.10
H 1.02625 -5.50783 -1.03967  0.08
N 6.36835 -5.85081 3.00210  0.04
C 5.57914 -5.15573 2.17905  -0.17
C 5.16547 -3.85618 2.42598  -0.07
C 5.59507 -3.23874 3.59148  -0.07
C 6.41827 -3.93942 4.45648  -0.08
C 6.77498 -5.23512 4.11533  -0.17
H 5.26593 -5.67976 1.28238  0.10
H 4.52198 -3.34013 1.72787  0.08
H 5.29058 -2.22487 3.82377  0.11
H 6.76813 -3.49111 5.37278  0.08
H 7.41747 -5.82275 4.76259  0.10
N -7.03027 2.65007 0.18983  0.06
C -8.02310 2.55158 -0.69570  -0.17
C -8.13958 1.51943 -1.61250  -0.10
C -7.16445 0.53294 -1.61508  -0.11
C -6.12303 0.61553 -0.70662  -0.07
C -6.10190 1.68768 0.17401  -0.14
H -8.76053 3.34728 -0.65899  0.09
H -8.97088 1.48941 -2.30552  0.09
H -7.21806 -0.29070 -2.31757  0.10
H -5.34117 -0.13116 -0.67352  0.10
H -5.30679 1.78436 0.90401  0.05
N -3.33299 0.94164 -4.65057  0.07
C -4.54768 1.25071 -4.19495  -0.13
C -5.71571 1.04257 -4.91464  -0.07
C -5.61742 0.48329 -6.17778  -0.09
C -4.36384 0.15479 -6.66884  -0.08
C -3.26052 0.40293 -5.86771  -0.18
H -4.57561 1.68732 -3.20274  0.11
H -6.67502 1.31165 -4.49402  0.09
H -6.50541 0.30536 -6.77208  0.10
H -4.24349 -0.28345 -7.65072  0.10
H -2.25967 0.16014 -6.20999  0.10
N 6.40672 4.17627 1.80152  0.04
C 5.36550 3.49497 2.28790  -0.14
C 5.36807 2.12456 2.50671  -0.05
C 6.52098 1.42086 2.19750  -0.08
C 7.61408 2.10709 1.68929  -0.09
C 7.50472 3.47692 1.51331  -0.18
H 4.48563 4.08802 2.51111  0.10
H 4.49022 1.62247 2.90807  0.07
H 6.56671 0.34928 2.35150  0.10
H 8.53153 1.59192 1.43550  0.09
H 8.33561 4.05492 1.12157  0.09
N -0.80329 4.31355 -6.20264  0.06
C -1.75409 3.54377 -6.73469  -0.14
C -2.50127 3.90182 -7.84693  -0.07
C -2.25334 5.12873 -8.44067  -0.08
C -1.27041 5.94302 -7.90100  -0.08
C -0.57781 5.48931 -6.78876  -0.16
H -1.91737 2.59704 -6.23676  0.07
H -3.25952 3.23482 -8.23578  0.10
H -2.81697 5.44538 -9.31030  0.07
H -1.04485 6.90925 -8.33265  0.09
H 0.20165 6.09241 -6.33519  0.10
N -4.35651 6.53083 -10.95301  0.05
C -4.08623 7.82461 -10.77430  -0.16
C -5.05199 8.78749 -10.52867  -0.07
C -6.37669 8.38766 -10.46756  -0.08
C -6.67964 7.04876 -10.65208  -0.07
C -5.63766 6.16633 -10.88899  -0.15
H -3.03686 8.09276 -10.83258  0.10
H -4.77251 9.82262 -10.38859  0.10
H -7.16156 9.10887 -10.27805  0.10
H -7.70070 6.69520 -10.61211  0.10
H -5.82804 5.10882 -11.03537  0.10
N 2.17340 -7.47294 6.05878  0.04
C 1.12862 -6.66187 5.88432  -0.17
C 1.16532 -5.51098 5.11226  -0.07
C 2.35619 -5.17831 4.48644  -0.07
C 3.45678 -6.00539 4.65547  -0.07
C 3.30992 -7.13457 5.44599  -0.15
H 0.21850 -6.95954 6.39396  0.10
H 0.28456 -4.89246 5.00376  0.10
H 2.42603 -4.28647 3.87484  0.11
H 4.40643 -5.78050 4.18226  0.05
H 4.14247 -7.81223 5.60332  0.10
N 5.40225 -2.32230 6.92097  0.05
C 5.79785 -1.54801 7.93280  -0.15
C 5.03619 -1.31406 9.06599  -0.08
C 3.79025 -1.91442 9.15517  -0.08
C 3.36029 -2.72078 8.11476  -0.06
C 4.20095 -2.89209 7.02683  -0.13
H 6.77706 -1.09552 7.81829  0.10
H 5.40885 -0.67718 9.85663  0.10
H 3.16313 -1.75508 10.02328  0.10
H 2.39474 -3.20665 8.14346  0.10
H 3.90650 -3.51709 6.19075  0.09
N -0.34103 4.73701 2.63334  0.07
C -1.08441 5.45344 1.79324  -0.14
C -1.46852 6.76475 2.03056  -0.08
C -1.06004 7.36525 3.21027  -0.10
C -0.28851 6.63447 4.09878  -0.08
C 0.04195 5.33025 3.76179  -0.15
H -1.38526 4.93986 0.88656  0.11
H -2.07291 7.29916 1.30990  0.10
H -1.34011 8.38744 3.43466  0.10
H 0.04951 7.06415 5.03240  0.09
H 0.64486 4.71989 4.42659  0.10
N -0.75484 -7.22770 0.42805  0.06
C -0.85378 -8.55626 0.48405  -0.16
C -1.80672 -9.28840 -0.20663  -0.08
C -2.71302 -8.60341 -0.99963  -0.09
C -2.62917 -7.22286 -1.07048  -0.07
C -1.63584 -6.58604 -0.34207  -0.15
H -0.12644 -9.05002 1.11937  0.10
H -1.83742 -10.36644 -0.12420  0.10
H -3.47399 -9.13818 -1.55438  0.10
H -3.31746 -6.65019 -1.67669  0.10
H -1.53002 -5.50636 -0.36957  0.11